1.
This record from the Open Molecules 2025 dataset describes C19H31N5O3 in the gas phase. The level of theory is ωB97M-V/def2-TZVPD.

## Properties
- ΔE to the lowest compared entry with this formula, charge and spin: 0.1010 eV
- LUMO level: 0.0243 Eh
- Gap between HOMO and LUMO: 8.87 eV
- E_HOMO: -8.21 eV
- SMILES: CC(C)CCn1c(CN2C[C@@H](C)O[C@@H](C)C2)nc2c1c(=O)n(C)c(=O)n2C

Element x y z (Å)
C (-2.16, -3.82, 0.61)
H (-2.24, -3.34, 1.58)
H (-2.58, -4.82, 0.69)
H (-2.75, -3.26, -0.11)
C (-0.70, -3.90, 0.14)
C (-0.63, -4.63, -1.19)
H (0.41, -4.74, -1.51)
H (-1.06, -5.62, -1.11)
H (-1.17, -4.08, -1.96)
C (-0.07, -2.51, 0.00)
C (0.24, -1.86, 1.35)
N (0.68, -0.49, 1.20)
C (0.05, 0.67, 1.51)
N (0.79, 1.73, 1.22)
C (1.93, 1.24, 0.69)
C (1.90, -0.14, 0.66)
C (3.01, -0.91, 0.19)
O (3.11, -2.12, 0.13)
N (4.06, -0.09, -0.24)
C (4.11, 1.30, -0.24)
O (5.08, 1.91, -0.63)
N (3.00, 1.96, 0.24)
C (2.96, 3.40, 0.27)
H (3.95, 3.77, 0.01)
H (2.22, 3.77, -0.44)
H (2.68, 3.73, 1.27)
C (5.23, -0.79, -0.73)
H (5.98, -0.05, -1.01)
H (5.62, -1.44, 0.05)
H (4.96, -1.40, -1.59)
C (-1.30, 0.79, 2.13)
N (-2.40, 1.24, 1.30)
C (-2.74, 0.40, 0.16)
H (-2.58, -0.64, 0.43)
C (-1.96, 0.76, -1.11)
C (-2.46, -0.03, -2.31)
H (-1.90, 0.25, -3.20)
H (-2.34, -1.10, -2.14)
H (-3.51, 0.18, -2.48)
O (-2.14, 2.13, -1.41)
C (-1.69, 2.98, -0.36)
C (-1.93, 4.42, -0.79)
H (-1.41, 4.61, -1.72)
H (-1.56, 5.10, -0.03)
H (-2.99, 4.58, -0.94)
C (-2.44, 2.64, 0.94)
H (-2.04, 3.24, 1.76)
H (-3.50, 2.90, 0.80)
H (-0.61, 2.81, -0.20)
H (-0.89, 0.57, -0.95)
H (-3.81, 0.56, -0.04)
H (-1.60, -0.17, 2.56)
H (-1.21, 1.52, 2.95)
H (-0.63, -1.87, 2.00)
H (1.05, -2.42, 1.83)
H (-0.74, -1.86, -0.57)
H (0.86, -2.60, -0.55)
H (-0.13, -4.46, 0.88)

=====

2.
This record from the Open Molecules 2025 dataset describes a molecular structure, C19H32B2BrI4NO8P2. The level of theory is ωB97M-V/def2-TZVPD.

## Properties
- LUMO level: -0.0705 Eh
- Gap between HOMO and LUMO: 4.32 eV
- E_HOMO: -6.24 eV

Element x y z (Å)
C (-2.32, -4.47, -3.28)
C (-2.71, -3.20, -2.31)
P (-1.39, -1.90, -2.59)
C (-2.37, -0.66, -3.71)
N (-0.90, -0.90, -1.19)
C (-0.88, -1.52, 0.17)
Br (-0.28, -3.44, 0.16)
I (-3.03, -1.38, 0.78)
C (-0.12, -0.66, 1.32)
C (-0.96, 0.65, 1.82)
O (0.06, 1.59, 2.34)
C (-0.51, 2.49, 3.28)
C (-0.99, 3.88, 2.73)
C (-1.57, 4.90, 3.76)
C (-1.64, 4.53, 5.28)
C (-1.17, 3.13, 5.80)
C (-0.59, 2.11, 4.78)
C (0.45, -1.53, 2.56)
B (-0.64, -2.15, 3.57)
O (-1.48, -1.41, 4.50)
O (-0.84, -3.60, 3.56)
O (1.13, -0.02, 0.85)
C (1.54, -0.45, -0.44)
C (2.93, 0.30, -0.75)
I (4.55, -1.19, -0.96)
C (3.41, 1.29, 0.46)
C (4.61, 2.20, -0.18)
I (4.31, 0.24, 2.16)
C (0.41, -0.22, -1.60)
B (1.09, -0.98, -2.92)
C (1.06, -0.38, -4.45)
O (1.82, -2.23, -2.79)
P (0.18, 1.64, -1.84)
O (0.32, 2.47, -0.53)
O (-1.39, 2.07, -2.42)
O (1.26, 2.37, -2.93)
H (-1.20, -4.36, -3.56)
H (-2.95, -4.48, -4.24)
H (-2.43, -5.46, -2.73)
H (-3.77, -2.89, -2.66)
H (-2.81, -3.64, -1.27)
H (-2.94, 0.05, -3.02)
H (-3.17, -1.25, -4.31)
H (-1.71, -0.16, -4.48)
H (-1.59, -0.11, -1.13)
H (-1.64, 0.45, 2.71)
H (-1.46, 1.21, 0.96)
H (-0.92, 4.14, 1.62)
H (-1.91, 5.94, 3.40)
H (-2.04, 5.27, 6.06)
H (-1.18, 2.84, 6.90)
H (-0.21, 1.08, 5.08)
H (1.03, -0.74, 3.19)
H (1.28, -2.27, 2.24)
H (-2.41, -1.51, 4.20)
H (-0.43, -3.98, 4.37)
H (1.84, -1.57, -0.35)
H (2.95, 0.93, -1.70)
H (2.60, 2.05, 0.76)
H (4.35, 3.31, -0.17)
H (4.81, 1.92, -1.28)
H (5.59, 2.06, 0.38)
H (0.80, -1.18, -5.22)
H (0.40, 0.54, -4.56)
H (2.14, -0.04, -4.68)
H (1.49, -2.80, -3.57)
H (-1.80, 2.69, -1.78)
H (1.94, 2.86, -2.41)
I (2.02, -4.51, -3.74)

=====

3.
This record from the Open Molecules 2025 dataset describes a molecular structure, C19H32Cl2N3O5V. The level of theory is ωB97M-V/def2-TZVPD.

## Properties
- ΔE to the lowest compared entry with this formula, charge and spin: 0.0000 eV
- LUMO level (alpha / beta): 0.0930 / 0.0916 Eh
- Gap between HOMO and LUMO (alpha / beta): 3.57 / 7.43 eV
- Total charge: -1
- E_HOMO (alpha / beta): -1.04 / -4.94 eV
- Expectation value of S²: 3.76
- Spin multiplicity: 4

Element x y z (Å)
O (-0.86, -0.96, -0.65)
C (-0.59, -1.92, -1.64)
C (-1.25, -3.25, -1.26)
C (-1.73, -3.50, 0.01)
H (-1.68, -2.72, 0.77)
C (-2.22, -4.76, 0.34)
H (-2.56, -4.94, 1.36)
C (-2.25, -5.77, -0.62)
H (-2.64, -6.76, -0.37)
C (-1.79, -5.51, -1.92)
H (-1.82, -6.29, -2.69)
C (-1.29, -4.25, -2.24)
H (-0.90, -4.02, -3.23)
H (-1.04, -1.59, -2.60)
C (1.44, -0.78, -2.60)
C (0.91, -1.97, -1.87)
H (2.43, -0.94, -3.03)
H (1.54, 0.09, -1.94)
H (0.74, -0.46, -3.38)
C (1.65, -2.91, -1.26)
C (3.13, -2.98, -1.19)
H (1.14, -3.68, -0.68)
H (3.49, -3.90, -1.65)
H (3.49, -3.02, -0.16)
H (3.61, -2.15, -1.69)
V (0.02, 0.04, 0.61)
Cl (-0.15, -1.47, 2.31)
Cl (2.26, -0.57, 0.40)
C (2.00, 1.05, 2.50)
O (1.06, 1.42, 1.75)
N (2.61, 1.83, 3.38)
C (2.46, 3.27, 3.33)
C (3.45, 1.28, 4.43)
H (2.40, 0.02, 2.48)
H (1.75, 3.55, 2.55)
H (3.43, 3.73, 3.12)
H (2.13, 3.64, 4.30)
H (3.34, 0.19, 4.43)
H (3.16, 1.68, 5.40)
H (4.50, 1.52, 4.26)
H (0.84, 4.54, -2.39)
H (-1.76, 4.39, -3.23)
C (0.85, 3.52, -2.79)
C (-1.56, 3.32, -3.39)
N (-0.44, 2.87, -2.58)
H (1.65, 2.96, -2.32)
C (-0.60, 1.91, -1.67)
O (0.28, 1.60, -0.82)
H (-2.44, 2.75, -3.11)
H (-1.56, 1.37, -1.69)
H (1.03, 3.60, -3.87)
H (-1.35, 3.17, -4.45)
N (-3.56, 3.03, 1.69)
C (-3.42, 1.84, 2.57)
C (-1.98, 1.35, 2.31)
O (-1.19, 1.28, 3.25)
O (-1.74, 1.11, 1.06)
H (-2.85, 3.73, 1.93)
H (-4.48, 3.44, 1.85)
H (-3.46, 2.77, 0.70)
H (-3.51, 2.13, 3.62)
H (-4.13, 1.07, 2.27)

=====

4.
This record from the Open Molecules 2025 dataset describes 3 unconnected molecules or ions with the total composition C19H32F6O9S. The level of theory is ωB97M-V/def2-TZVPD.

## Properties
- LUMO level: 0.0222 Eh
- Gap between HOMO and LUMO: 10.59 eV
- E_HOMO: -9.98 eV

Element x y z (Å)
C (4.36, -2.73, 0.24)
C (5.52, -2.58, -0.75)
C (5.65, -1.22, -1.47)
C (5.34, 0.05, -0.69)
C (5.96, 0.11, 0.70)
O (3.91, 0.25, -0.52)
S (3.24, 1.12, -1.73)
O (3.35, 2.52, -1.36)
O (1.74, 0.63, -1.43)
C (0.93, 1.40, -0.51)
C (-0.24, 0.56, -0.04)
C (-1.07, -0.06, -1.18)
C (-0.72, -1.50, -1.51)
O (-1.06, -2.29, -0.35)
C (-0.89, -3.63, -0.54)
C (0.16, -4.27, 0.33)
O (-1.55, -4.25, -1.34)
H (3.51, -2.10, -0.02)
H (4.67, -2.51, 1.27)
H (4.02, -3.77, 0.25)
H (5.39, -3.34, -1.53)
H (6.46, -2.83, -0.26)
H (5.06, -1.23, -2.39)
H (6.69, -1.11, -1.79)
H (5.73, 0.89, -1.26)
H (6.15, 1.14, 0.99)
H (5.29, -0.33, 1.44)
H (6.89, -0.46, 0.72)
H (0.58, 2.29, -1.03)
H (1.55, 1.70, 0.34)
H (-0.87, 1.20, 0.58)
H (0.14, -0.25, 0.59)
H (-0.94, 0.54, -2.09)
H (-2.13, -0.03, -0.92)
H (-1.30, -1.84, -2.37)
H (0.34, -1.61, -1.74)
H (0.88, -4.77, -0.32)
H (0.67, -3.54, 0.96)
H (-0.32, -5.01, 0.97)
C (-4.67, -3.04, -0.36)
C (-4.80, -2.33, -1.68)
O (-6.17, -1.97, -1.97)
C (-6.62, -0.88, -1.37)
O (-6.02, -0.14, -0.65)
C (-8.09, -0.63, -1.79)
F (-8.81, -1.75, -1.69)
F (-8.14, -0.22, -3.06)
F (-8.64, 0.30, -1.02)
H (-5.31, -3.92, -0.34)
H (-3.63, -3.35, -0.23)
H (-4.95, -2.40, 0.47)
H (-4.51, -2.98, -2.51)
H (-4.19, -1.43, -1.72)
C (-0.34, 6.85, 2.29)
C (0.53, 5.68, 2.67)
O (-0.25, 4.63, 3.29)
C (-0.92, 3.84, 2.47)
O (-0.95, 3.89, 1.27)
C (-1.66, 2.75, 3.28)
F (-2.31, 3.27, 4.31)
F (-0.77, 1.86, 3.74)
F (-2.52, 2.12, 2.50)
H (-0.88, 7.23, 3.17)
H (0.28, 7.66, 1.90)
H (-1.07, 6.58, 1.53)
H (1.26, 5.95, 3.43)
H (1.05, 5.27, 1.81)

=====

5.
This record from the Open Molecules 2025 dataset describes 2 unconnected molecules or ions with the total composition C19H32N2O4. The level of theory is ωB97M-V/def2-TZVPD.

## Properties
- ΔE to the lowest compared entry with this formula, charge and spin: 0.0000 eV
- LUMO level: 0.0142 Eh
- Gap between HOMO and LUMO: 8.72 eV
- E_HOMO: -8.33 eV
- SMILES: CNC(=O)[C@@H](NC(C)=O)[C@H](C)O.CC(C)c1cccc(C(C)C)c1O

Element x y z (Å)
O (4.14, -4.30, 3.48)
O (3.79, -0.04, -0.23)
O (-1.98, -0.07, -2.28)
O (0.93, -1.92, 2.40)
C (3.79, -3.21, 3.08)
C (4.10, -0.99, 0.49)
C (-4.41, 3.01, -0.89)
C (-4.15, 1.91, -0.08)
C (-3.86, 3.08, -2.17)
C (-2.80, 0.92, -1.83)
C (-3.35, 0.85, -0.53)
C (-3.05, 2.03, -2.66)
N (5.41, -1.18, 0.66)
N (3.33, -3.10, 1.83)
C (3.90, -2.01, 3.99)
C (6.17, -2.29, 1.25)
C (-2.14, 0.10, 1.53)
C (-4.37, -0.94, 0.95)
C (-3.29, 2.90, -5.07)
C (-1.04, 2.76, -3.94)
C (-3.07, -0.34, 0.39)
C (-2.43, 2.12, -4.05)
C (1.89, 0.22, 2.19)
C (2.97, -1.91, 1.02)
C (1.71, -1.14, 1.52)
H (-1.62, 0.19, -3.14)
H (0.65, -2.72, 1.94)
H (-5.02, 3.83, -0.52)
H (-4.58, 1.89, 0.92)
H (-4.06, 3.96, -2.76)
H (5.97, -0.46, 0.22)
H (3.28, -3.99, 1.36)
H (4.46, -2.29, 4.87)
H (2.89, -1.71, 4.29)
H (4.40, -1.19, 3.48)
H (7.21, -2.24, 0.90)
H (5.76, -3.25, 0.95)
H (6.19, -2.21, 2.34)
H (-1.20, 0.50, 1.11)
H (-2.60, 0.88, 2.14)
H (-1.90, -0.75, 2.17)
H (-4.15, -1.88, 1.47)
H (-4.85, -0.26, 1.66)
H (-5.07, -1.15, 0.14)
H (-2.88, 2.76, -6.07)
H (-4.32, 2.53, -5.06)
H (-3.29, 3.97, -4.84)
H (-1.12, 3.78, -3.55)
H (-0.40, 2.18, -3.27)
H (-0.56, 2.80, -4.92)
H (-2.57, -1.13, -0.17)
H (-2.32, 1.11, -4.46)
H (0.94, 0.55, 2.60)
H (2.63, 0.17, 2.99)
H (2.21, 0.96, 1.46)
H (2.62, -2.36, 0.09)
H (1.09, -0.96, 0.64)

=====

6.
This record from the Open Molecules 2025 dataset describes 2 unconnected molecules or ions with the total composition C19H32N3O4. The level of theory is ωB97M-V/def2-TZVPD.

## Properties
- ΔE to the lowest compared entry with this formula, charge and spin: 3.0450 eV
- LUMO level: -0.1678 Eh
- Gap between HOMO and LUMO: 5.02 eV
- Total charge: +1
- E_HOMO: -9.58 eV

Element x y z (Å)
C (7.99, 0.57, 1.11)
C (6.85, 1.43, 1.21)
C (5.42, 0.85, 1.23)
O (4.90, 0.42, 2.22)
O (4.68, 0.88, 0.04)
C (4.21, 2.25, -0.09)
C (2.66, 2.24, 0.27)
C (2.19, 3.72, 0.54)
C (0.97, 3.80, 1.55)
C (-0.24, 4.66, 1.02)
C (-1.02, 4.03, -0.20)
C (-1.17, 2.51, -0.06)
C (-2.03, 1.88, 0.96)
C (-1.98, 0.45, 0.93)
N (-1.27, -0.34, 0.10)
C (-1.31, -1.83, 0.21)
C (-0.33, -2.31, 1.35)
N (1.08, -2.12, 1.01)
N (-0.52, 0.18, -0.84)
C (-0.48, 1.51, -0.87)
H (8.43, 0.40, 0.10)
H (8.46, 0.13, 2.01)
H (6.93, 2.55, 1.29)
H (4.25, 2.55, -1.17)
H (4.72, 2.97, 0.58)
H (2.44, 1.56, 1.13)
H (2.17, 1.80, -0.64)
H (3.05, 4.27, 1.01)
H (1.97, 4.21, -0.44)
H (1.34, 4.32, 2.47)
H (0.68, 2.77, 1.86)
H (-0.94, 4.80, 1.87)
H (0.19, 5.62, 0.65)
H (-2.03, 4.51, -0.25)
H (-0.51, 4.30, -1.16)
H (-2.64, 2.47, 1.67)
H (-2.60, -0.09, 1.68)
H (-2.35, -2.20, 0.32)
H (-0.89, -2.21, -0.76)
H (-0.49, -3.41, 1.52)
H (-0.65, -1.77, 2.29)
H (1.68, -2.52, 1.74)
H (1.34, -1.13, 0.99)
H (0.18, 1.92, -1.67)
O (-2.10, -3.63, -2.74)
C (-3.20, -3.88, -2.33)
O (-3.54, -5.14, -2.02)
C (-4.75, -5.52, -1.35)
C (-5.90, -5.66, -2.33)
C (-4.25, -2.80, -2.23)
H (-4.98, -4.82, -0.54)
H (-4.55, -6.48, -0.88)
H (-6.12, -4.72, -2.83)
H (-6.80, -6.00, -1.82)
H (-5.64, -6.39, -3.11)
H (-4.72, -2.67, -3.20)
H (-3.76, -1.87, -1.93)
H (-5.02, -2.99, -1.48)

=====

Repeat the fourth record exactly.
This record from the Open Molecules 2025 dataset describes 3 unconnected molecules or ions with the total composition C19H32F6O9S. The level of theory is ωB97M-V/def2-TZVPD.

## Properties
- LUMO level: 0.0222 Eh
- Gap between HOMO and LUMO: 10.59 eV
- E_HOMO: -9.98 eV

Element x y z (Å)
C (4.36, -2.73, 0.24)
C (5.52, -2.58, -0.75)
C (5.65, -1.22, -1.47)
C (5.34, 0.05, -0.69)
C (5.96, 0.11, 0.70)
O (3.91, 0.25, -0.52)
S (3.24, 1.12, -1.73)
O (3.35, 2.52, -1.36)
O (1.74, 0.63, -1.43)
C (0.93, 1.40, -0.51)
C (-0.24, 0.56, -0.04)
C (-1.07, -0.06, -1.18)
C (-0.72, -1.50, -1.51)
O (-1.06, -2.29, -0.35)
C (-0.89, -3.63, -0.54)
C (0.16, -4.27, 0.33)
O (-1.55, -4.25, -1.34)
H (3.51, -2.10, -0.02)
H (4.67, -2.51, 1.27)
H (4.02, -3.77, 0.25)
H (5.39, -3.34, -1.53)
H (6.46, -2.83, -0.26)
H (5.06, -1.23, -2.39)
H (6.69, -1.11, -1.79)
H (5.73, 0.89, -1.26)
H (6.15, 1.14, 0.99)
H (5.29, -0.33, 1.44)
H (6.89, -0.46, 0.72)
H (0.58, 2.29, -1.03)
H (1.55, 1.70, 0.34)
H (-0.87, 1.20, 0.58)
H (0.14, -0.25, 0.59)
H (-0.94, 0.54, -2.09)
H (-2.13, -0.03, -0.92)
H (-1.30, -1.84, -2.37)
H (0.34, -1.61, -1.74)
H (0.88, -4.77, -0.32)
H (0.67, -3.54, 0.96)
H (-0.32, -5.01, 0.97)
C (-4.67, -3.04, -0.36)
C (-4.80, -2.33, -1.68)
O (-6.17, -1.97, -1.97)
C (-6.62, -0.88, -1.37)
O (-6.02, -0.14, -0.65)
C (-8.09, -0.63, -1.79)
F (-8.81, -1.75, -1.69)
F (-8.14, -0.22, -3.06)
F (-8.64, 0.30, -1.02)
H (-5.31, -3.92, -0.34)
H (-3.63, -3.35, -0.23)
H (-4.95, -2.40, 0.47)
H (-4.51, -2.98, -2.51)
H (-4.19, -1.43, -1.72)
C (-0.34, 6.85, 2.29)
C (0.53, 5.68, 2.67)
O (-0.25, 4.63, 3.29)
C (-0.92, 3.84, 2.47)
O (-0.95, 3.89, 1.27)
C (-1.66, 2.75, 3.28)
F (-2.31, 3.27, 4.31)
F (-0.77, 1.86, 3.74)
F (-2.52, 2.12, 2.50)
H (-0.88, 7.23, 3.17)
H (0.28, 7.66, 1.90)
H (-1.07, 6.58, 1.53)
H (1.26, 5.95, 3.43)
H (1.05, 5.27, 1.81)

=====

Repeat the sixth record exactly.
This record from the Open Molecules 2025 dataset describes 2 unconnected molecules or ions with the total composition C19H32N3O4. The level of theory is ωB97M-V/def2-TZVPD.

## Properties
- ΔE to the lowest compared entry with this formula, charge and spin: 3.0450 eV
- LUMO level: -0.1678 Eh
- Gap between HOMO and LUMO: 5.02 eV
- Total charge: +1
- E_HOMO: -9.58 eV

Element x y z (Å)
C (7.99, 0.57, 1.11)
C (6.85, 1.43, 1.21)
C (5.42, 0.85, 1.23)
O (4.90, 0.42, 2.22)
O (4.68, 0.88, 0.04)
C (4.21, 2.25, -0.09)
C (2.66, 2.24, 0.27)
C (2.19, 3.72, 0.54)
C (0.97, 3.80, 1.55)
C (-0.24, 4.66, 1.02)
C (-1.02, 4.03, -0.20)
C (-1.17, 2.51, -0.06)
C (-2.03, 1.88, 0.96)
C (-1.98, 0.45, 0.93)
N (-1.27, -0.34, 0.10)
C (-1.31, -1.83, 0.21)
C (-0.33, -2.31, 1.35)
N (1.08, -2.12, 1.01)
N (-0.52, 0.18, -0.84)
C (-0.48, 1.51, -0.87)
H (8.43, 0.40, 0.10)
H (8.46, 0.13, 2.01)
H (6.93, 2.55, 1.29)
H (4.25, 2.55, -1.17)
H (4.72, 2.97, 0.58)
H (2.44, 1.56, 1.13)
H (2.17, 1.80, -0.64)
H (3.05, 4.27, 1.01)
H (1.97, 4.21, -0.44)
H (1.34, 4.32, 2.47)
H (0.68, 2.77, 1.86)
H (-0.94, 4.80, 1.87)
H (0.19, 5.62, 0.65)
H (-2.03, 4.51, -0.25)
H (-0.51, 4.30, -1.16)
H (-2.64, 2.47, 1.67)
H (-2.60, -0.09, 1.68)
H (-2.35, -2.20, 0.32)
H (-0.89, -2.21, -0.76)
H (-0.49, -3.41, 1.52)
H (-0.65, -1.77, 2.29)
H (1.68, -2.52, 1.74)
H (1.34, -1.13, 0.99)
H (0.18, 1.92, -1.67)
O (-2.10, -3.63, -2.74)
C (-3.20, -3.88, -2.33)
O (-3.54, -5.14, -2.02)
C (-4.75, -5.52, -1.35)
C (-5.90, -5.66, -2.33)
C (-4.25, -2.80, -2.23)
H (-4.98, -4.82, -0.54)
H (-4.55, -6.48, -0.88)
H (-6.12, -4.72, -2.83)
H (-6.80, -6.00, -1.82)
H (-5.64, -6.39, -3.11)
H (-4.72, -2.67, -3.20)
H (-3.76, -1.87, -1.93)
H (-5.02, -2.99, -1.48)

=====

- Number 1 is which compound?
  C19H31N5O3